[1]
{
  "formula": "C16H21N6O2Ru",
  "method": "ωB97M-V/def2-TZVPD",
  "elements": ["C", "C", "C", "N", "H", "C", "N", "N", "H", "H", "H", "N", "O", "H", "H", "C", "H", "H", "C", "H", "H", "H", "H", "H", "C", "H", "C", "C", "Ru", "O", "H", "H", "C", "H", "C", "C", "H", "C", "N", "C", "C", "H", "C", "N", "H", "H"],
  "coordinates": [[2.839262, -2.005985, -0.533618], [-3.030861, 2.720097, -2.914590], [0.339003, 0.298449, 2.922973], [2.474593, -0.748664, 0.162618], [-2.595511, 4.101697, -1.300134], [-2.897541, 1.397525, -3.321350], [1.079453, 0.422888, -2.334226], [0.436638, -2.215213, -1.259695], [2.463920, -0.902438, 1.166846], [1.345876, -3.360671, 0.226908], [-0.569950, -1.800383, -3.035781], [-0.514834, 1.494580, 0.991901], [-1.537067, 3.592680, 0.881319], [1.148306, -0.605609, -4.204929], [-3.333600, 1.047422, -4.246679], [-0.213058, 1.581496, 2.365423], [3.178913, -0.036065, -0.003677], [-3.554973, 3.437689, -3.531500], [0.709725, -1.952476, 2.661670], [0.379347, 1.005061, -2.784390], [1.539617, -3.026257, 4.309802], [-0.371703, -2.798673, -1.065422], [0.832945, 1.195410, 4.788555], [0.594057, -2.832721, 2.043597], [-1.819022, 2.153862, -0.944725], [3.598599, -2.557285, 0.022025], [1.221320, -2.061981, 3.938660], [0.458545, -1.973128, -2.726306], [0.169497, -0.149016, -0.194892], [-0.390388, 2.516569, 3.087876], [1.916385, -3.738549, -1.387447], [0.810513, -2.863499, -3.253087], [0.834598, 0.277852, 4.217117], [1.922067, 0.987419, -2.287601], [-2.203756, 0.519430, -2.513836], [1.301070, -0.920475, 4.728577], [1.704669, -0.969504, 5.731190], [1.332298, -0.795020, -3.147236], [0.289125, -0.785037, 2.146084], [-1.274492, 2.528531, 0.406153], [-2.495315, 3.100597, -1.695848], [-2.112190, -0.521545, -2.791240], [1.631175, -2.917931, -0.724728], [-1.656323, 0.890985, -1.344821], [2.383345, -1.051135, -3.063567], [3.281121, -1.750477, -1.491171]],
  "forces_ev_per_angstrom": [[-0.1, 0.0, 0.0], [0.0, 0.0, 0.0], [0.0, 0.1, 0.0], [-0.1, 0.0, 0.0], [0.0, 0.0, 0.0], [0.0, 0.0, 0.0], [0.0, -0.1, 0.0], [-0.1, 0.1, 0.1], [0.1, 0.0, 0.0], [0.0, 0.0, 0.0], [0.0, 0.0, 0.0], [0.5, -0.2, -0.4], [0.2, 0.0, 0.1], [0.0, 0.0, 0.0], [0.0, 0.0, 0.0], [-0.1, -0.1, 0.0], [0.0, 0.0, 0.0], [0.0, 0.0, 0.0], [-0.2, 0.0, 0.0], [0.0, 0.0, 0.0], [0.0, 0.0, 0.0], [0.0, -0.1, 0.0], [0.0, 0.0, 0.0], [0.0, 0.0, 0.0], [0.0, 0.0, 0.0], [0.0, 0.0, 0.0], [0.0, 0.0, 0.0], [0.1, 0.0, 0.0], [-0.5, 0.9, 0.7], [0.0, 0.1, -0.1], [0.0, 0.0, 0.0], [0.0, 0.0, 0.0], [0.0, 0.0, 0.0], [0.0, 0.0, 0.0], [-0.1, 0.0, 0.1], [0.0, 0.0, 0.0], [0.0, 0.0, 0.0], [0.0, 0.0, 0.0], [0.2, -0.3, -0.3], [-0.1, -0.1, 0.0], [-0.1, 0.0, 0.0], [0.0, 0.0, 0.0], [0.1, 0.0, -0.1], [0.2, -0.3, -0.3], [0.0, 0.0, 0.0], [0.1, 0.0, 0.0]],
  "e_homo_ev": [-15.26, -15.41],
  "multiplicity": 6,
  "charge": 2
}

=====

[2]
{
  "formula": "C9H31NO6",
  "method": "ωB97M-V/def2-TZVPD",
  "elements": ["O", "H", "H", "H", "H", "H", "H", "H", "H", "N", "H", "C", "O", "H", "C", "O", "H", "H", "H", "H", "H", "H", "H", "C", "O", "O", "H", "H", "H", "C", "H", "C", "H", "H", "H", "C", "H", "H", "C", "H", "C", "H", "H", "H", "C", "O", "H"],
  "coordinates": [[-0.776048, -1.761674, -2.167508], [-0.422428, -3.746704, -1.524968], [1.757372, 1.961986, 3.758982], [1.205802, 1.244826, 2.539732], [-4.719498, -2.329774, -1.494798], [-1.476898, 1.418116, -5.029548], [4.270612, 1.134976, 0.732002], [4.025652, 1.650006, 4.481792], [4.704792, 0.161546, 3.628972], [1.897872, 1.095186, 3.259972], [2.440292, -0.700484, -0.742518], [2.365552, 0.363756, -0.965928], [-3.268998, -2.500124, 1.752332], [0.749342, 1.326956, 0.647482], [4.411612, 1.209276, 3.562612], [-2.977608, -1.666914, -0.785098], [-0.820158, 2.049496, -3.457888], [1.256012, 1.937916, -4.461328], [-3.715498, -1.254614, -2.653638], [-4.448748, -1.377364, 3.053282], [3.416272, -0.372194, 1.248402], [-0.663718, -0.019484, -0.216448], [-1.593568, -1.588704, -1.694928], [-4.086188, -1.456064, -1.648598], [-0.125568, 1.649056, 0.876372], [0.547732, 1.479086, -4.918938], [0.942822, -2.824644, -1.717588], [3.283772, 0.650666, -1.478418], [-3.157728, -2.043624, 0.079332], [-0.090438, -2.717644, -1.387418], [-0.795008, 3.036466, -4.923498], [3.153612, 1.382726, 2.609142], [-2.030278, 0.797776, 0.359742], [1.486052, 0.503856, -1.594388], [3.003862, 2.444766, 2.414852], [-0.709388, 2.019076, -4.541818], [-2.715678, -1.326164, 3.290632], [-4.615768, -0.570224, -1.298008], [-3.492998, -1.393104, 2.529462], [-0.068748, -2.332394, -0.367998], [-1.022628, 0.988696, -0.009438], [-1.109118, 1.655636, -0.867228], [-3.555788, -0.451464, 1.984052], [5.304242, 1.785446, 3.319052], [3.368762, 0.714416, 1.176862], [2.307322, 1.013576, 0.305892], [-3.440868, -3.241924, 2.336962]],
  "forces_ev_per_angstrom": [[1.0, -0.3, -0.8], [-0.8, 0.0, 0.5], [-0.3, -0.1, 0.9], [-0.6, -0.5, -0.2], [-0.4, 0.1, -0.9], [0.0, -0.1, 0.3], [0.4, -0.2, 0.2], [0.4, -0.6, 0.4], [-0.2, 0.0, 0.4], [-0.3, -0.6, 0.3], [0.0, -0.3, -0.3], [0.8, -0.8, 0.8], [-0.3, -1.2, -0.8], [0.5, 0.1, -0.1], [-1.6, 0.3, -0.8], [0.9, 0.7, -0.7], [-0.3, -0.2, 0.0], [-0.1, 0.1, 0.0], [-0.1, -0.5, 0.0], [-0.3, -0.6, 0.1], [0.4, -0.2, 0.2], [0.2, 0.1, -0.6], [-0.5, 0.0, 0.3], [0.0, 0.0, 1.6], [-1.4, 0.0, 0.7], [0.1, -0.3, -0.1], [0.2, 0.6, -0.2], [0.0, 0.2, -0.2], [-0.5, -0.3, 0.2], [0.6, 0.4, -0.4], [-0.2, 0.2, 0.0], [1.9, 0.7, -1.8], [0.0, 0.5, 0.6], [0.0, 0.5, 0.4], [1.2, 0.4, -0.6], [0.4, 0.3, -0.3], [0.1, 0.4, 0.1], [-0.3, 0.1, -0.2], [-0.3, 2.1, 1.7], [0.0, -0.7, 0.4], [0.3, 0.1, 0.1], [-0.2, -0.6, -0.6], [0.6, -0.3, -0.5], [-0.2, 0.1, -0.5], [-0.3, 0.3, 1.4], [-0.9, 0.7, -0.6], [0.1, -0.4, -0.4]],
  "smiles": "COC[C@H](C)N.CO.CO.CO.CO.CO",
  "e_homo_ev": -9.23,
  "de_lowest_kcal_mol": 33.7
}

=====

[3]
{
  "formula": "C40H97BO19",
  "method": "ωB97M-V/def2-TZVPD",
  "elements": ["H", "H", "O", "C", "H", "H", "H", "H", "H", "H", "H", "O", "C", "H", "H", "H", "H", "C", "H", "H", "H", "O", "H", "C", "C", "H", "H", "C", "H", "H", "C", "C", "H", "C", "O", "H", "C", "C", "C", "H", "H", "H", "H", "H", "C", "H", "C", "H", "O", "C", "C", "H", "C", "O", "H", "C", "O", "H", "H", "H", "H", "H", "H", "H", "H", "C", "H", "C", "H", "H", "C", "H", "O", "B", "C", "H", "H", "H", "O", "C", "O", "O", "C", "H", "H", "H", "H", "C", "H", "H", "H", "H", "C", "H", "H", "H", "O", "C", "H", "H", "H", "H", "H", "H", "H", "C", "H", "C", "H", "H", "H", "H", "H", "H", "C", "H", "C", "H", "H", "H", "H", "C", "H", "O", "H", "C", "H", "C", "O", "H", "C", "H", "H", "H", "O", "H", "C", "H", "C", "O", "H", "C", "C", "O", "C", "H", "H", "H", "H", "H", "H", "O", "H", "H", "H", "H", "O"],
  "coordinates": [[5.217500, -7.747202, 4.406627], [-2.328805, 1.297052, 2.427531], [-6.628983, -4.262355, 5.173724], [-0.037536, -7.118846, 1.113006], [-0.322002, 9.138885, 4.264992], [3.571175, -8.009840, 6.267335], [-1.387479, -2.980145, -0.383287], [4.298745, -6.393203, 6.313231], [1.800779, 3.044972, 2.649303], [0.179079, -12.756825, 1.920456], [3.671757, 9.349533, -6.052919], [2.420045, 7.946289, 3.045170], [3.661780, -7.063261, 5.733810], [-0.424162, 4.502189, -2.712956], [5.930050, 9.196088, -5.566853], [-1.594919, -10.354317, 2.612693], [-0.803877, -10.634358, 1.054536], [3.964641, 6.886518, -0.372700], [-6.692320, -7.067772, -0.207030], [3.129443, 8.743900, -1.231866], [5.830453, 5.820099, -10.186519], [0.944441, 10.211734, 1.933770], [-2.567761, -4.237286, 3.663651], [-0.791076, 4.352553, -1.696823], [-0.233362, 5.417252, -0.773338], [-3.280181, 3.092894, 0.890567], [-5.841641, -2.071292, 6.526242], [-3.442190, -4.361583, 3.024977], [-4.309796, -8.397669, 0.528774], [0.855717, 5.372007, -0.755103], [2.678416, 6.109826, 1.583926], [-1.228985, -11.127347, 1.927802], [-6.355458, 6.908281, 0.951706], [-1.246209, 8.644093, 4.566761], [-3.127442, 7.305954, 3.792699], [4.322325, -6.341411, 3.810402], [-6.854643, -2.030482, 6.125241], [3.645805, 4.451902, 0.143859], [2.283272, 3.789252, 2.041121], [-2.566597, -5.884176, 1.790952], [4.725282, 8.305195, -8.781595], [-5.293456, 8.210388, 0.388923], [-0.608791, -12.503171, 3.473016], [1.651698, -7.653868, -0.133260], [3.428825, 5.788204, 0.458318], [-1.011185, 7.910446, 5.337674], [-3.455488, -5.739672, 2.397438], [2.383710, -6.232343, -5.881697], [4.299802, -6.549304, -5.278263], [3.374533, -6.279735, -6.331239], [4.799659, 8.359539, -3.930833], [-7.531571, -2.377963, 6.909373], [2.422880, 8.464606, 0.721518], [4.959521, 6.782341, -1.039615], [1.440129, -4.098767, -4.476358], [3.151160, 8.125936, -0.345157], [-0.591648, 6.730800, -1.205820], [-6.920210, -9.473745, -0.658592], [-6.279271, -2.568694, 4.118855], [-4.420096, 5.309630, 0.855585], [3.226271, -4.227698, -1.990368], [0.557266, 9.484512, 2.430314], [-3.714273, 7.967802, 4.172495], [3.713568, -4.735130, -3.619540], [5.712063, 7.439313, -5.650300], [5.650975, 6.434663, -9.305447], [4.427176, -7.429907, -7.826208], [-0.544486, -2.885531, 0.303386], [-0.641930, -3.653815, 1.072747], [0.360565, -3.069799, -0.273384], [-2.353081, 3.235486, 1.448782], [-2.567857, 3.832589, 2.339882], [1.256157, 10.432545, -0.402896], [1.496711, 9.752962, 0.774070], [1.608395, -4.269405, -3.407096], [-4.337589, -4.206294, 3.635222], [-0.042982, -5.472234, 2.153002], [-5.379783, -9.374540, -1.504032], [3.418410, -8.184230, 3.585374], [-0.182704, -11.991070, 2.606978], [-2.333851, -11.902219, 1.466190], [-5.735769, -7.094026, -0.111110], [-1.929574, 7.970413, 3.390246], [0.993231, 9.789101, -1.071408], [1.768042, -6.047814, 0.606634], [5.178071, -6.579520, -5.669350], [-4.138995, -3.442353, 1.448061], [1.437971, -7.077143, 0.767662], [-3.488970, -6.518615, 3.161109], [1.301076, -5.287098, -3.170430], [-7.985114, -2.864760, 4.486011], [-5.556645, -10.470544, -0.122033], [3.062968, 3.467904, 0.937075], [-0.649167, 2.655562, 3.293661], [-7.099157, -0.992729, 5.894060], [1.536083, 5.436251, 3.251061], [-3.369189, -3.350034, 2.017277], [3.069424, -4.058104, -3.056427], [-2.727021, -12.334571, 2.229926], [-5.652514, 6.857186, -0.675270], [2.712952, -7.172850, -8.189857], [-1.125781, -0.562481, -0.666583], [-7.235371, -4.584847, 5.846886], [-0.594461, 5.275520, 0.247652], [0.339747, -1.400491, 1.596479], [-5.391549, -8.379387, 0.406185], [-1.425708, -1.324952, 1.499191], [2.104297, 5.129063, 2.386332], [6.784648, 7.278819, -7.970050], [-0.360644, -8.142929, 1.295553], [3.599499, -5.300350, -6.767217], [5.084478, 5.838186, -8.582164], [5.443737, 8.285650, -10.389758], [-0.639747, -6.710629, 0.293632], [5.224244, 8.377704, -5.386001], [-1.882236, 4.407081, -1.730338], [-1.682179, 1.923173, 1.802550], [0.664991, -11.391915, 2.943091], [4.099146, 7.544230, -3.749728], [-1.284325, 7.208210, 2.952928], [-4.057260, 6.656728, 1.938996], [4.881977, 7.689321, -9.669098], [-0.503101, 3.353913, -1.361607], [6.930441, 6.745343, -8.757274], [-4.321151, -5.855799, 1.739303], [-4.255938, 6.384789, 0.901024], [-5.847836, -8.498889, 1.394790], [-5.463812, 7.130816, 0.363657], [0.774874, -3.387731, -2.655025], [1.034020, -2.485617, -2.867200], [-5.836075, -9.494663, -0.521191], [-1.437638, 1.365348, 0.903663], [-2.165774, 8.707509, 2.613274], [3.372354, -3.029790, -3.270609], [-3.088105, 6.668601, 0.113123], [3.909297, 7.444086, -10.098944], [3.428031, -7.366480, -7.388983], [2.542994, -7.789319, 3.516107], [-6.968557, -2.906744, 4.891721], [-0.309147, -6.384759, 2.306740], [2.022832, -7.483687, 1.590995], [-0.511599, -1.504875, 0.925149], [2.494218, 7.553003, 1.906857], [4.108082, 8.519218, -6.265870], [4.229945, -7.292947, 4.345456], [-1.555402, 6.772904, -1.200317], [3.209844, 2.424147, 0.703302], [3.203844, -8.336583, -6.945270], [5.655870, 8.233811, -3.269332], [2.663102, -6.624470, 5.673521], [-1.901890, 9.393379, 5.015677], [-0.452634, 2.174863, 2.483520], [4.293137, 9.292909, -3.668667], [-1.668491, 3.816432, 0.837018], [-2.933113, 7.617015, 0.162015], [4.250527, 4.200528, -0.713084], [-0.372854, -0.487949, -0.071887]],
  "forces_ev_per_angstrom": [[0.0, 0.0, -0.1], [0.0, 0.0, -0.1], [0.1, 0.1, -0.1], [0.1, 0.3, -0.1], [0.0, 0.0, 0.1], [0.0, 0.0, 0.0], [-0.1, -0.1, 0.1], [0.0, 0.0, 0.0], [0.0, -0.3, -0.1], [0.0, 0.0, 0.0], [0.0, 0.0, 0.0], [-0.4, 0.2, 0.5], [0.0, -0.1, 0.0], [0.1, 0.0, 0.0], [0.1, -0.1, 0.0], [0.1, 0.1, 0.0], [-0.1, 0.0, -0.1], [-0.3, 0.0, 0.2], [0.0, 0.0, 0.0], [0.3, 0.1, -0.1], [0.1, 0.0, 0.0], [-0.5, 0.1, -0.5], [0.0, 0.1, -0.1], [0.0, 0.0, 0.0], [-0.2, 0.2, -0.1], [0.0, -0.1, 0.0], [0.0, 0.0, 0.0], [-0.3, -0.1, -0.2], [0.0, 0.1, 0.0], [0.0, 0.1, 0.0], [-0.3, 0.1, 0.2], [-0.1, -0.2, 0.2], [0.0, 0.0, 0.0], [-0.1, -0.1, 0.0], [0.1, 0.0, 0.0], [0.1, 0.0, 0.0], [0.1, 0.0, 0.0], [-0.1, 0.0, 0.3], [0.0, 0.8, 0.2], [0.1, 0.0, 0.1], [-0.1, -0.1, 0.0], [0.0, 0.0, 0.1], [0.0, 0.1, 0.0], [0.0, 0.0, 0.0], [-0.1, -0.6, 0.3], [0.1, 0.0, 0.0], [-0.2, 0.0, -0.1], [0.0, 0.0, 0.1], [-0.2, 0.1, 0.1], [0.3, -0.1, -0.1], [-0.1, 0.0, -0.1], [-0.1, 0.0, 0.0], [-0.3, -0.1, 0.4], [0.5, -0.1, -0.5], [0.0, -0.1, 0.0], [-0.4, 0.3, 0.0], [0.3, 0.1, -0.1], [0.0, 0.0, 0.1], [0.0, -0.1, 0.0], [0.1, 0.0, -0.1], [0.0, 0.0, 0.0], [0.6, 0.0, 0.5], [0.0, 0.0, 0.1], [0.0, 0.0, 0.0], [0.0, 0.0, -0.1], [0.0, 0.2, 0.2], [0.0, 0.1, -0.1], [0.2, 0.0, 0.0], [-0.1, 0.0, 0.0], [0.0, 0.0, 0.0], [0.0, 0.0, 0.0], [-0.1, -0.1, 0.0], [-0.3, -0.2, 0.3], [0.2, 0.1, -0.3], [0.2, 0.4, 0.0], [0.1, -0.1, 0.1], [0.0, 0.0, 0.0], [0.0, 0.0, 0.0], [0.1, 0.0, 0.0], [0.0, 0.0, 0.0], [0.1, 0.1, -0.1], [0.2, 0.0, 0.0], [-0.1, 0.2, 0.2], [0.3, 0.2, -0.3], [0.0, 0.0, -0.1], [0.0, 0.0, 0.1], [0.0, -0.1, 0.0], [-0.1, 0.0, 0.0], [0.0, 0.0, 0.0], [-0.1, 0.0, 0.1], [0.0, 0.1, -0.1], [0.0, 0.0, 0.0], [0.0, -0.2, 0.0], [-0.1, 0.0, 0.0], [0.0, 0.0, 0.0], [-0.1, -0.1, 0.1], [0.1, 0.2, 0.1], [0.0, -0.1, 0.0], [0.0, 0.0, 0.0], [0.0, 0.0, 0.0], [0.0, 0.0, 0.0], [0.0, -0.1, 0.0], [0.0, 0.0, 0.0], [0.1, 0.0, 0.0], [0.0, 0.1, 0.0], [-0.3, 0.0, 0.0], [0.0, -0.1, 0.1], [0.4, -0.1, -0.5], [0.0, 0.0, 0.0], [-0.1, 0.0, 0.1], [-0.1, 0.0, 0.0], [-0.1, 0.0, -0.1], [0.0, -0.1, -0.1], [0.0, -0.1, -0.1], [-0.2, 0.3, 0.1], [0.0, 0.0, 0.1], [-0.2, 0.3, 0.3], [0.0, 0.0, 0.0], [0.1, -0.1, 0.0], [-0.1, -0.1, 0.0], [-0.1, -0.1, -0.1], [0.1, 0.1, 0.0], [0.0, 0.0, 0.0], [0.0, -0.1, -0.1], [-0.1, 0.0, 0.1], [-0.1, 0.3, -0.1], [0.1, -0.1, 0.0], [0.1, 0.0, -0.1], [-0.1, -0.3, -0.1], [0.0, 0.0, 0.0], [0.0, 0.0, -0.1], [0.2, -0.1, 0.1], [0.1, 0.0, -0.1], [0.0, 0.0, -0.1], [-0.1, -0.2, 0.0], [0.0, 0.0, 0.0], [-0.1, 0.0, 0.0], [0.0, 0.0, 0.1], [-0.2, -0.1, 0.2], [0.2, -0.2, 0.1], [0.1, -0.1, -0.1], [-0.3, 0.0, -0.1], [0.2, -0.3, -0.5], [0.1, -0.1, 0.0], [-0.3, 0.1, 0.0], [0.0, -0.2, 0.1], [0.0, -0.1, -0.1], [0.0, 0.0, 0.0], [0.0, 0.0, 0.0], [0.0, 0.1, 0.0], [0.0, 0.1, -0.1], [0.1, -0.2, -0.1], [0.1, 0.0, 0.0], [-0.1, 0.0, -0.1], [0.0, 0.1, 0.1], [0.1, -0.1, -0.1], [0.2, 0.0, 0.0]],
  "e_homo_ev": -9.64
}

=====

In eV, the energy values for the records above are, in order, -32534.4008 -23607.0060 -82630.3468.